C45H52BrCl3N4O2Sr as an isolated structure at a distorted geometry, computed with ωB97M-V with the def2-TZVPD basis set.

Structure (XYZ):
```
108
Properties=species:S:1:pos:R:3:forces:R:3
Sr -0.4224 0.1028 1.1161 -0.2 -0.2 0.9
C -2.6013 0.6918 -5.2704 -1.1 0.8 -0.4
C -3.3156 1.2039 -3.9913 -0.3 -2.3 0.1
C -2.3618 1.4753 -2.9074 1.4 2.0 0.7
C -1.9918 2.7126 -2.3871 -0.5 -0.2 0.4
C -2.5272 4.0351 -2.8187 -0.2 0.7 -0.6
C -1.5561 4.8079 -3.7339 -0.5 -0.1 0.3
C -1.0727 2.4586 -1.2897 -1.1 1.0 -0.6
C -0.5247 3.4525 -0.4535 -0.1 0.0 -1.2
C 0.5100 3.3141 0.4015 -0.1 -1.2 0.1
C 1.1253 4.3824 1.0819 2.3 1.3 2.2
C 0.8634 5.8855 1.0018 0.6 -0.5 -1.1
C -0.3247 6.2655 1.8362 -0.8 -0.8 1.2
C 2.0804 3.8139 1.9209 -1.4 -0.2 -1.4
C 2.0332 2.3566 1.6273 -0.5 1.8 0.8
C 2.8525 1.4680 2.3173 -0.1 -0.7 -0.4
C 2.8598 0.1077 2.1000 -0.3 -0.7 -0.4
N 2.0425 -0.5466 1.2302 0.9 -0.3 0.0
C 2.5563 -1.8116 1.1133 -1.3 0.8 0.2
C 1.9732 -2.7993 0.3579 0.6 -0.3 -0.7
C 0.9592 -2.6177 -0.5897 -1.1 1.0 0.6
N 0.1824 -1.4923 -0.6739 0.0 -2.0 -1.5
C -0.6985 -1.7570 -1.7181 0.7 -0.5 -0.5
C -1.5242 -0.8552 -2.3616 0.4 -0.6 -0.6
C -1.5276 0.5597 -2.1958 -1.2 -1.8 0.5
N -0.8714 1.1485 -1.1730 0.5 -0.5 -0.4
C -0.4537 -3.1364 -2.2765 -0.9 1.0 0.4
C 0.5554 -3.6314 -1.5448 0.4 -0.3 0.1
C 1.1977 -4.9680 -1.6704 0.7 -0.7 1.7
C 1.0111 -5.8744 -0.3805 -0.1 0.6 0.0
C -1.2425 -3.8979 -3.3329 0.0 0.0 1.4
C -0.6053 -3.9017 -4.7312 0.3 -0.9 0.1
C 3.6941 -2.0018 1.9880 -0.8 1.2 0.6
C 3.8134 -0.8453 2.6663 1.3 0.3 0.7
C 4.7615 -0.4535 3.7812 -0.4 -0.7 0.7
C 4.0817 -0.5600 5.1987 -0.9 0.0 -2.9
C 4.4112 -3.2445 2.1460 1.3 -1.4 0.0
C 5.4544 -3.4971 1.0096 -0.4 -1.3 0.2
N 1.0491 2.1040 0.7599 0.5 0.1 0.0
C 2.7873 4.4697 3.0421 -0.4 0.3 1.0
C 2.1548 4.0702 4.4157 0.1 1.1 0.4
H -3.2799 -0.0190 -5.7506 0.0 0.3 -0.5
H -1.6976 0.1330 -5.0849 0.3 0.1 0.4
H -2.3701 1.5652 -5.9210 -0.1 -0.7 0.2
H -3.9872 0.3778 -3.6307 0.6 0.3 -0.2
H -4.0498 1.9791 -4.1695 0.3 0.6 -0.3
H -2.7948 4.7009 -1.9711 0.0 -0.4 -0.3
H -3.4154 3.8546 -3.4354 -0.2 0.1 0.4
H -0.6682 4.9833 -3.1777 1.0 0.3 0.4
H -1.9204 5.7760 -4.1003 -0.2 -0.2 0.1
H -1.2847 4.1784 -4.5647 0.1 -0.2 -0.5
H -0.8328 4.4714 -0.5788 -0.4 0.4 -0.4
H 0.6803 6.1551 -0.0723 0.2 -0.1 0.8
H 1.7665 6.4336 1.3365 -0.4 -0.3 -0.3
H -1.1405 5.5982 1.5324 -0.2 0.3 0.0
H -0.6634 7.3048 1.7617 0.2 -0.1 0.0
H -0.1500 5.9649 2.9051 -0.1 0.6 -0.8
H 3.5430 1.8828 3.0229 0.2 0.1 0.3
H 2.4464 -3.7768 0.3596 0.0 0.1 0.0
H -2.0857 -1.3799 -3.1745 0.2 1.1 0.6
H 2.2753 -4.8283 -1.8822 -0.3 -0.2 0.2
H 0.7975 -5.5477 -2.4726 -0.3 -0.2 -0.8
H 0.9555 -5.3140 0.5622 0.2 0.1 -0.4
H 1.7448 -6.6547 -0.2538 0.8 -0.1 -0.2
H 0.0970 -6.4463 -0.3887 -0.7 0.1 -0.5
H -2.2450 -3.4351 -3.3800 0.3 -0.3 -0.1
H -1.3685 -4.9136 -2.8280 0.0 0.9 -1.3
H -0.1724 -2.9271 -4.9681 -0.4 0.1 -0.1
H -1.3323 -4.2463 -5.4812 0.1 0.4 0.0
H 0.2398 -4.6103 -4.8124 -0.3 0.2 0.3
H 5.0008 0.5670 3.5661 0.4 0.8 0.2
H 5.7265 -1.0017 3.7967 -0.6 0.0 -0.3
H 3.1221 -0.0538 5.1942 -0.1 0.4 -0.1
H 4.6748 -0.2019 5.9644 1.4 0.7 1.6
H 3.8058 -1.5716 5.3622 0.0 -1.1 0.3
H 3.6672 -4.0913 2.1574 0.9 0.6 0.1
H 4.9973 -3.2621 3.0903 -0.6 0.0 -0.3
H 4.9884 -3.4172 0.0117 0.2 -0.1 0.4
H 5.8127 -4.5327 1.1849 -0.1 0.3 -0.5
H 6.3696 -2.9026 1.0135 -0.3 0.5 0.3
H 2.7168 5.5556 2.9419 0.0 0.0 0.0
H 3.8385 4.2554 3.0570 0.7 -0.4 0.0
H 1.2668 4.7048 4.6330 0.1 -0.8 -0.5
H 2.7763 4.3156 5.2971 0.3 -0.2 -0.5
H 1.9334 3.0102 4.4592 -0.4 -0.1 0.0
Cl -2.7216 -6.9121 -1.1394 0.0 0.7 0.5
C -2.7620 -5.3066 -0.3008 -0.8 -1.0 -1.0
C -2.0626 -5.1354 0.8554 0.6 0.4 0.2
C -1.9801 -3.8596 1.4217 -0.1 -1.2 0.1
Cl -1.1419 -3.6545 2.9188 0.3 0.1 0.0
C -2.5890 -2.7362 0.8387 -1.1 0.2 -1.5
O -2.4390 -1.5443 1.1942 0.3 0.8 0.6
C -3.4627 -3.0499 -0.2944 0.7 -0.9 0.2
Cl -4.2843 -1.7364 -1.0622 -0.4 -0.2 -0.1
C -3.5399 -4.3109 -0.8719 0.6 0.7 0.5
H -1.5074 -5.9912 1.2168 0.0 0.3 0.4
H -4.0823 -4.4899 -1.7807 -0.2 0.0 -0.2
Br 0.4303 0.0477 4.6567 -0.2 0.1 -0.2
C -3.9725 1.0837 0.1838 1.3 -0.1 -0.2
C -3.3437 2.2771 0.8732 -0.2 -0.7 0.5
C -4.0580 3.5713 0.7051 -0.6 0.5 1.3
O -2.4425 2.1940 1.6890 0.0 -0.4 -0.6
H -4.9681 0.9874 0.5389 -1.2 0.1 0.3
H -3.4987 0.1500 0.4667 0.4 0.1 0.2
H -3.9920 1.0976 -0.9132 0.1 0.5 0.3
H -4.0501 3.9096 -0.2963 -0.2 0.2 -1.2
H -3.5973 4.3354 1.3270 0.1 0.0 0.1
H -5.1073 3.4450 1.0501 0.5 0.0 -0.4
```
Positions in Å, forces in eV/Å.

Computed properties:
E_LUMO = 4.09 eV
Gap between HOMO and LUMO = 5.563 eV
Net charge = -2
Energy above the lowest of the compared OMol25 structures with the same formula, charge and spin = 0.0 kJ/mol
E_tot = -6100.98345 hartree



C32H48BNO6PRuS2Te as an isolated structure at a distorted geometry, computed with ωB97M-V with the def2-TZVPD basis set.

Structure (XYZ):
```
93
Properties=species:S:1:pos:R:3:forces:R:3
Ru 0.5239 -1.8178 -0.0024 0.2 -1.0 -0.8
C -0.0438 -6.3615 -1.3128 0.0 0.0 0.0
C 0.4876 -4.9587 -1.1373 0.3 0.3 -0.3
S 0.2115 -4.2276 0.4339 0.0 0.3 -0.1
C 1.1259 -4.2880 -2.1162 -0.2 -0.2 0.5
C 1.3591 -4.8138 -3.5019 0.0 0.0 0.0
S 1.7521 -2.6711 -1.7968 -0.8 0.4 -0.1
H -0.4712 -6.7128 -0.3749 0.0 0.0 0.0
H 0.7415 -7.0621 -1.6135 0.0 0.0 0.0
H -0.8310 -6.3996 -2.0720 0.0 0.0 0.0
H 1.1640 -5.8856 -3.5711 0.0 0.0 0.0
H 2.3910 -4.6335 -3.8128 0.1 0.0 0.0
H 0.7189 -4.3013 -4.2268 0.0 0.0 0.0
O 1.3820 -1.7153 4.4310 0.1 0.0 0.1
C 0.6959 -1.4635 3.4326 0.1 -0.2 -0.1
O 1.0061 -1.7817 2.2405 -0.5 0.6 -0.1
C -0.6187 -0.7298 3.6870 0.0 0.0 0.0
C -1.1453 -0.7673 4.9736 0.0 -0.1 0.0
C -2.3579 -0.1552 5.3002 0.0 0.0 0.0
C -3.0044 0.4990 4.2821 0.0 0.0 -0.1
O -4.2080 1.1774 4.3243 0.2 0.0 0.1
C -4.4830 1.5225 2.9701 -0.2 0.1 -0.1
O -3.3250 1.2837 2.1965 0.2 0.1 -0.1
C -2.4758 0.5560 3.0070 -0.1 0.0 0.1
C -1.2867 -0.0385 2.6715 0.0 0.0 -0.1
H -0.5794 -1.3040 5.7229 0.0 0.0 0.0
H -2.7701 -0.1925 6.2998 0.0 0.0 0.0
H -4.7355 2.5869 2.9216 0.0 -0.1 0.0
H -5.3056 0.8996 2.5970 0.1 0.0 0.0
H -0.8849 0.0065 1.6628 0.0 -0.1 0.1
C -1.0206 1.5274 -3.2555 0.0 0.0 0.0
C -0.7971 2.2493 -1.9203 0.1 -0.1 0.0
C -1.9524 1.8247 -1.0113 0.0 -0.1 0.0
C -0.8824 3.7571 -2.1601 0.1 0.0 0.0
P 0.8247 1.5292 -1.1773 0.2 -0.1 0.2
N 0.6873 0.0951 -0.6850 -0.2 0.5 0.2
C 1.3663 2.7073 0.2496 -0.1 0.0 0.0
C 1.9574 4.0669 -0.1254 0.1 0.0 0.0
C 0.1412 2.9725 1.1344 0.0 0.1 -0.1
C 2.3672 1.9252 1.1172 -0.1 -0.1 0.0
C 2.1719 1.7225 -2.5347 -0.1 0.0 0.1
C 2.2623 3.0511 -3.2881 0.0 0.1 0.0
C 1.9985 0.6049 -3.5694 0.0 -0.1 0.0
C 3.5051 1.4505 -1.8267 0.0 0.0 0.0
H -2.0571 1.6813 -3.5705 0.0 0.0 0.0
H -0.8547 0.4543 -3.1490 0.0 0.0 0.0
H -0.3759 1.9097 -4.0454 0.0 0.0 0.0
H -2.8810 1.8047 -1.5901 0.0 0.0 0.0
H -2.0995 2.4943 -0.1714 0.0 0.1 0.1
H -1.7792 0.8230 -0.6289 0.0 -0.2 0.0
H -1.8279 3.9792 -2.6693 0.0 0.0 0.0
H -0.0768 4.1370 -2.7870 0.0 0.0 0.0
H -0.8815 4.3209 -1.2279 0.0 0.0 0.0
H 1.2975 4.6495 -0.7678 0.0 0.0 0.0
H 2.9245 3.9776 -0.6196 0.0 0.0 0.0
H 2.1156 4.6449 0.7925 0.0 0.0 0.0
H -0.5537 3.6803 0.6855 0.0 0.0 0.0
H 0.4749 3.3983 2.0855 0.0 0.0 0.0
H -0.3949 2.0579 1.3514 -0.1 -0.2 0.1
H 3.3987 2.0616 0.7916 0.0 0.0 0.0
H 2.1383 0.8561 1.0922 0.0 0.1 0.0
H 2.2998 2.2653 2.1542 0.0 0.1 0.0
H 1.4009 3.2045 -3.9375 0.0 0.0 0.0
H 3.1490 3.0263 -3.9323 0.0 0.0 0.0
H 2.3561 3.9183 -2.6352 0.0 0.0 0.0
H 1.3181 0.8844 -4.3710 0.0 0.0 0.0
H 1.6368 -0.3136 -3.1131 0.0 -0.1 0.1
H 2.9684 0.3828 -4.0250 0.0 0.0 0.0
H 3.8244 2.2798 -1.1959 0.0 0.0 0.0
H 4.2825 1.2893 -2.5801 0.0 0.0 0.0
H 3.4320 0.5489 -1.2143 0.0 0.0 0.0
O -2.5429 -1.6867 -1.0560 0.5 -0.1 -0.6
B -1.4641 -2.1255 -0.2352 0.7 0.5 1.4
O -2.0768 -2.4403 1.0591 -0.2 0.0 -0.3
C -3.3718 -2.1159 0.9811 -0.2 0.0 0.0
C -4.3432 -2.1647 1.9606 0.1 0.0 -0.1
C -5.6265 -1.7399 1.6085 -0.1 0.0 0.0
C -5.9146 -1.2839 0.3285 0.0 0.0 0.0
C -4.9250 -1.2298 -0.6602 0.1 0.0 0.1
C -3.6651 -1.6530 -0.3039 -0.1 -0.1 0.1
H -4.0988 -2.4940 2.9606 0.0 0.0 0.1
H -6.4112 -1.7555 2.3553 0.0 0.0 0.0
H -6.9213 -0.9603 0.0911 0.0 0.0 0.0
H -5.1305 -0.8610 -1.6564 0.0 0.0 0.0
C 5.5252 -1.1287 0.1267 0.0 0.0 0.1
Te 3.6943 -1.7146 1.0942 0.1 -0.2 0.1
C 4.1644 -0.5587 2.8287 0.1 0.0 0.0
H 5.5723 -0.0468 0.0147 0.0 0.1 0.0
H 5.5493 -1.5866 -0.8596 0.0 0.0 -0.1
H 6.3793 -1.4748 0.7066 0.0 0.0 0.0
H 5.1457 -0.8483 3.2011 0.0 0.0 0.0
H 3.4106 -0.7859 3.5784 -0.1 0.0 0.0
H 4.1529 0.5041 2.5913 0.0 0.0 0.0
```
Positions in Å, forces in eV/Å.

Computed properties:
E_LUMO (alpha / beta) = 4.15 / 4.15 eV
Gap between HOMO and LUMO (alpha / beta) = 4.623 / 4.474 eV
Net charge = -2
Energy above the lowest of the compared OMol25 structures with the same formula, charge and spin = 92.4 kJ/mol
E_tot = -3279.95139 hartree
Multiplicity = 2



- Among the records above, which one has the highest E_tot?
  C32H48BNO6PRuS2Te